# 1
Density functional theory data (wB97M-V/def2-TZVPD) for a structure of composition C43H48BiN6OP2S2Se2.

Element x y z (Å)
Bi -0.152218 0.211332 -0.077833
Se -4.404943 2.605199 0.561027
Se -2.232906 2.877378 -0.143264
C -1.296377 2.915336 1.540398
C -1.644680 3.829847 2.521737
C -0.903185 3.876825 3.688156
C 0.166475 3.006238 3.838546
C 0.445308 2.119474 2.822945
N -0.267810 2.064757 1.681681
C -4.672004 0.725554 0.133500
C -6.006810 0.341558 0.086047
C -6.299697 -0.949660 -0.307122
C -5.254451 -1.790840 -0.661852
C -3.963839 -1.305577 -0.569159
N -3.655213 -0.069679 -0.150904
H -2.480967 4.496002 2.362978
H -1.147451 4.591983 4.462973
H 0.779367 3.013950 4.728938
H 1.269748 1.426220 2.914673
H -6.795616 1.042028 0.329804
H -7.327737 -1.283996 -0.357637
H -5.438895 -2.796650 -1.013169
H -3.126272 -1.931199 -0.852430
C 4.260071 -1.787545 -0.055491
N 2.867510 -1.282306 -0.058095
P 2.196772 -0.695383 1.378257
C 3.428179 0.424509 2.076748
C 3.610052 1.635908 1.401739
C 4.560103 2.544321 1.831404
C 5.330332 2.255580 2.953928
C 5.152767 1.059654 3.632500
C 4.203219 0.141204 3.199632
C 2.077951 -2.094693 2.506749
C 2.349555 -3.400691 2.110358
C 2.252194 -4.440054 3.028292
C 1.862598 -4.184257 4.335271
C 1.559196 -2.884854 4.729442
C 1.666177 -1.845509 3.819091
P 2.161331 -0.728270 -1.506211
C 3.448000 0.198057 -2.364034
C 4.461602 -0.485563 -3.045172
C 5.513887 0.213586 -3.613637
C 5.570406 1.596870 -3.506041
C 4.573308 2.283665 -2.827510
C 3.514744 1.588991 -2.261677
C 1.877180 -2.235640 -2.464664
C 1.919273 -2.245849 -3.857651
C 1.680294 -3.424474 -4.551623
C 1.401675 -4.596955 -3.861567
C 1.326430 -4.586317 -2.473565
C 1.547036 -3.405776 -1.777149
H 4.539548 -2.094171 0.949806
H 4.949739 -1.010924 -0.384759
H 4.342580 -2.651458 -0.715857
H 3.006179 1.868903 0.529996
H 4.702129 3.476205 1.300079
H 6.070550 2.966138 3.297477
H 5.758927 0.833459 4.499531
H 4.091831 -0.795803 3.729226
H 2.653851 -3.615073 1.095101
H 2.493701 -5.450180 2.723541
H 1.803133 -4.994009 5.050773
H 1.253615 -2.684005 5.748077
H 1.444217 -0.832698 4.140383
H 4.437271 -1.564236 -3.130429
H 6.291023 -0.323124 -4.141165
H 6.394500 2.138890 -3.951031
H 4.620976 3.361119 -2.739596
H 2.742939 2.136639 -1.740996
H 2.151699 -1.340657 -4.404762
H 1.737364 -3.431756 -5.632221
H 1.257016 -5.522675 -4.404214
H 1.117386 -5.503023 -1.936042
H 1.490434 -3.397955 -0.695018
C -2.290254 -1.658906 3.311830
S -1.887179 -2.459869 1.782393
C -1.218664 -3.970571 2.425593
O -0.636038 -1.718094 1.271801
H -1.376560 -1.551928 3.897631
H -3.022524 -2.274230 3.835799
H -2.731000 -0.691312 3.074989
H -0.423113 -3.740262 3.135983
H -0.831769 -4.543501 1.584842
H -2.031885 -4.521107 2.900522
S -1.247982 -0.489170 -2.813858
C -1.786722 -1.963094 -3.468702
N -2.418442 -2.062059 -4.632265
C -2.807077 -3.440083 -4.957645
C -2.137579 -4.240491 -3.819471
N -1.667618 -3.176136 -2.920834
H -2.706665 -1.253604 -5.156707
H -2.433375 -3.721476 -5.938809
H -3.890330 -3.544976 -4.953294
H -1.297662 -4.834463 -4.176353
H -2.838566 -4.894588 -3.307543
H -0.984734 -3.341038 -2.199405
C -1.564726 3.927345 -3.959875
C -0.191162 3.245218 -4.002260
C 0.125940 2.585603 -2.734422
N 0.352422 2.062870 -1.737263
H -1.764114 4.369263 -4.933212
H -1.587468 4.717735 -3.211910
H -2.351003 3.205939 -3.741193
H 0.607822 3.955335 -4.219408
H -0.159629 2.467629 -4.768144

Atoms 1-6, force components in eV/Å:
-0.25 -0.35 -0.02
0.01 -0.24 0.05
0.04 0.06 -0.05
0.10 -0.09 0.06
-0.04 0.02 -0.06
0.00 0.04 0.04

Its calculated total energy is -233117.985 eV. As for the total charge: +3. The value obtained for the orbital gap is 7.310 eV. The lowest unoccupied orbital energy is -7.8 eV. As for the HOMO energy: -15.1 eV.

=====

# 2
Density functional theory data (wB97M-V/def2-TZVPD) for a structure of composition C43H48BrN5O3STa.

Element x y z (Å)
Ta 0.793001 -0.286835 0.022859
C 1.680042 5.261225 2.694508
C 0.239410 4.749297 2.650155
C 0.162954 3.264653 2.480085
C 0.139683 2.311167 3.447163
C 0.090655 2.501980 4.930430
C -1.330858 2.414480 5.489368
C 0.085634 1.045603 2.778914
N 0.096279 1.205112 1.405515
C 0.141853 2.575535 1.224155
C 0.148703 3.196038 0.001670
C 0.079963 2.541658 -1.197412
C 0.094953 3.190007 -2.471675
C 0.220018 4.665128 -2.686708
C 1.673296 5.137698 -2.613755
C 0.044174 2.210025 -3.411334
C -0.025214 0.966109 -2.707528
C -0.144967 -0.253598 -3.326619
C -0.299695 -1.451801 -2.680730
N -0.279158 -1.617299 -1.303932
C -0.530001 -2.965501 -1.130202
C -0.617839 -3.579233 0.090739
C -0.478754 -2.926849 1.285112
N -0.205737 -1.568728 1.422084
C -0.196275 -1.371054 2.798973
C -0.020010 -0.160129 3.419807
C -0.431803 -2.596298 3.501020
C -0.606710 -3.560711 2.558706
C -0.843416 -5.023819 2.760806
C 0.414064 -5.868825 2.546839
C -0.448293 -2.747137 4.989831
C 0.934435 -3.069820 5.558694
C -0.698492 -3.633745 -2.385282
C -0.550222 -2.692456 -3.351092
C -0.595083 -2.872832 -4.835961
C 0.797828 -3.104103 -5.424857
C -1.035157 -5.082806 -2.546510
C -2.520869 -5.365225 -2.314700
N 0.003691 1.163659 -1.335555
C 0.008654 2.358059 -4.900412
C -1.412156 2.312218 -5.464894
H 1.705857 6.346593 2.788013
H 2.220780 4.982471 1.787798
H 2.220729 4.835846 3.541303
H -0.302964 5.243816 1.841425
H -0.288758 5.026309 3.564958
H 0.521509 3.475377 5.172530
H 0.736892 1.768544 5.419521
H -1.962714 3.197905 5.068376
H -1.332355 2.526168 6.573301
H -1.797371 1.458061 5.246118
H 0.200605 4.275311 -0.016568
H -0.389618 5.201380 -1.955768
H -0.201656 4.918273 -3.660964
H 2.121724 4.892573 -1.648644
H 1.741606 6.215590 -2.758658
H 2.275393 4.652754 -3.384660
H -0.164732 -0.257103 -4.407139
H -0.820889 -4.640566 0.115268
H -0.017772 -0.150219 4.500329
H -1.639084 -5.363860 2.092684
H -1.220880 -5.181922 3.772463
H 0.838663 -5.711717 1.553553
H 0.190905 -6.929602 2.659319
H 1.187099 -5.608558 3.271222
H -1.158645 -3.530461 5.259770
H -0.831596 -1.838036 5.456926
H 1.299922 -4.026830 5.183563
H 0.910740 -3.123358 6.646897
H 1.660426 -2.304797 5.274301
H -1.051796 -1.998454 -5.304751
H -1.253962 -3.708053 -5.078757
H 1.450745 -2.250958 -5.224595
H 0.752916 -3.247529 -6.504206
H 1.264258 -3.986741 -4.984327
H -0.422123 -5.684753 -1.871070
H -0.753907 -5.399729 -3.552332
H -2.835879 -5.055595 -1.316470
H -2.740340 -6.427162 -2.422876
H -3.135281 -4.817606 -3.031101
H 0.627126 1.584462 -5.362968
H 0.482007 3.304545 -5.168243
H -1.916256 1.380495 -5.200829
H -1.404821 2.397092 -6.551310
H -2.016352 3.128649 -5.066252
O 2.341751 -2.695840 0.688120
S 2.986360 -1.657892 1.498715
N 2.384296 -0.294030 1.366954
Br 6.709330 0.924352 -6.262567
C 5.521242 0.709908 -4.820624
C 4.869098 -0.504518 -4.654103
C 3.992709 -0.659927 -3.592987
C 3.781879 0.397408 -2.715613
C 4.443088 1.610131 -2.889759
C 5.320216 1.771348 -3.947567
C 2.831586 0.281441 -1.606047
O 2.552385 1.217368 -0.834633
O 2.180213 -0.835538 -1.419142
H 5.049599 -1.315250 -5.345615
H 3.470754 -1.595970 -3.440463
H 4.261529 2.417260 -2.192644
H 5.844928 2.704301 -4.096750

Atoms 1-6, force components in eV/Å:
-0.21 0.29 -0.61
0.07 -0.03 0.00
-0.15 0.02 0.02
0.07 0.09 -0.10
-0.07 -0.08 0.15
0.11 0.04 0.01

Its calculated total energy is -141393.484 eV. As for the total charge: +1. The value obtained for the orbital gap is 5.813 eV. The lowest unoccupied orbital energy is -3.9 eV. As for the HOMO energy: -9.7 eV.

=====

# 3
Density functional theory data (wB97M-V/def2-TZVPD) for a structure of composition C43H48MgN2O3P2 at a distorted geometry.

Element x y z (Å)
Mg -0.396214 0.704752 1.037606
C -1.856768 0.961006 -3.995945
C -1.847845 -0.364463 -3.777925
C -1.033716 -1.320828 -4.615330
C 0.404919 -0.891044 -5.013956
C 1.171020 -0.124696 -3.965132
C 1.013740 1.207294 -3.777250
C 0.334245 2.036842 -4.807536
C -1.129293 1.607547 -5.130046
C 2.087368 0.696988 1.543792
H -2.539337 1.613971 -3.451068
H -2.609885 -0.831316 -3.134989
H -1.580436 -1.532522 -5.553685
H -0.975841 -2.283124 -4.084601
H 0.956209 -1.820724 -5.227617
H 0.373490 -0.352862 -5.976276
H 1.863301 -0.715115 -3.363045
H 1.474908 1.735616 -2.939787
H 0.899025 1.988962 -5.758621
H 0.342910 3.085842 -4.485859
H -1.674484 2.511167 -5.436138
H -1.125609 0.954081 -6.018612
H 1.411814 1.581480 1.594518
H 2.965568 0.934935 2.157056
H 1.629414 -0.202411 1.973706
P -1.607070 -0.564198 -0.604927
P 2.671396 0.320567 -0.129211
C 0.024524 -0.350053 -1.253188
C 1.349855 -0.653036 -0.859621
C -2.449159 -2.111995 -0.429552
C -2.449806 -3.100169 -1.439641
C -3.143966 -4.289515 -1.221248
C -3.775774 -4.543280 -0.001059
C -3.716171 -3.589352 1.023686
C -3.086128 -2.373215 0.807071
C -2.637227 0.862296 -1.033169
C -2.076996 2.169460 -1.062003
C -2.890440 3.278635 -1.316186
C -4.260788 3.114769 -1.557116
C -4.819370 1.835731 -1.517272
C -4.032424 0.720228 -1.255438
C 4.077509 -0.798094 0.076476
C 3.809511 -2.049926 0.657057
C 4.820253 -3.002990 0.763505
C 6.120078 -2.691787 0.342343
C 6.382565 -1.449263 -0.240307
C 5.383624 -0.489272 -0.347134
C 3.145098 1.948448 -0.757558
C 3.029487 3.118849 0.027406
C 3.264607 4.370175 -0.543844
C 3.690539 4.470139 -1.870293
C 3.853994 3.316233 -2.641553
C 3.608287 2.060130 -2.079004
H -0.124773 -0.109301 -2.309233
H 1.729512 -1.642701 -1.151469
H -1.896723 -2.922015 -2.362059
H -3.179026 -5.048524 -2.004161
H -4.309260 -5.481026 0.163635
H -4.154991 -3.801836 1.995902
H -3.044337 -1.607115 1.584357
H -1.004698 2.345899 -0.902786
H -2.463767 4.280686 -1.292711
H -4.899838 3.983733 -1.735968
H -5.897400 1.705925 -1.661985
H -4.473052 -0.275865 -1.180228
H 2.812772 -2.290069 1.037199
H 4.594089 -3.988843 1.168036
H 6.925785 -3.419907 0.458710
H 7.383183 -1.219350 -0.623833
H 5.604748 0.503781 -0.751066
H 2.751321 3.061150 1.081316
H 3.096558 5.275394 0.046900
H 3.892687 5.448666 -2.306590
H 4.148439 3.393710 -3.682776
H 3.708337 1.162686 -2.694488
C -3.596758 -0.255456 4.895908
C -2.332957 0.213490 5.556434
C -1.064405 -0.429135 4.959581
C 0.156652 -0.032781 5.831918
C 0.322638 1.464710 6.009209
C -1.134261 -1.950084 5.062162
O -1.816134 -2.549248 5.891681
N -0.318249 -2.638454 4.168680
C 0.127724 -2.175391 2.920901
O 0.823538 -2.852218 2.192326
N -0.346622 -0.909981 2.617528
C -0.894084 -0.071222 3.491461
O -1.283170 1.041750 2.972579
H -3.616489 0.050509 3.849740
H -4.455511 0.184668 5.402192
H -3.671739 -1.341660 4.977046
H -2.236862 1.308341 5.530453
H -2.335766 -0.081812 6.614991
H -0.038953 -0.485188 6.815465
H 1.083617 -0.500585 5.464774
H -0.354005 1.830260 6.791693
H 1.347549 1.714956 6.303096
H 0.087915 1.994800 5.083022
H -0.097740 -3.596215 4.388968

Atoms 1-6, force components in eV/Å:
-0.72 -1.63 0.40
-0.87 -0.78 -0.21
-0.65 0.62 -1.00
-0.02 -0.28 0.08
0.51 -0.32 -0.48
0.10 1.15 -0.27

Its calculated total energy is -78512.176 eV. The value obtained for the orbital gap is 5.671 eV. The lowest unoccupied orbital energy is -0.1 eV. As for the HOMO energy: -5.8 eV.

=====

# 4
Density functional theory data (wB97M-V/def2-TZVPD) for a structure of composition C43H48N3O4Tl at a distorted geometry.

Element x y z (Å)
Tl -1.036933 0.065283 -0.168616
C -5.980620 0.646540 -0.564635
C -5.435883 2.070785 -0.913883
N -4.334747 2.394159 -0.019530
C -4.412725 3.443391 0.973206
C -3.823790 3.018261 2.363677
N -3.261478 1.683206 2.356714
C -4.130518 0.530064 2.633264
C -5.456301 0.393365 1.857198
N -5.234566 -0.081926 0.488220
H -7.008421 0.772998 -0.192479
H -6.012228 0.064835 -1.523368
H -5.168350 2.090058 -1.975862
H -6.298425 2.779928 -0.816816
H -3.830181 1.568027 0.353740
H -3.829559 4.310976 0.607054
H -5.430148 3.810554 1.178981
H -3.103826 3.790707 2.698408
H -4.702844 3.105805 3.046657
H -2.361500 1.600275 2.890649
H -3.526957 -0.377013 2.420007
H -4.433391 0.559820 3.691068
H -6.087332 -0.312841 2.396859
H -6.010235 1.359712 1.880336
H -5.438683 -1.090678 0.400998
C 4.895550 -0.106067 1.167811
C 4.282554 -0.871242 -0.005425
C 5.407818 -1.324017 -0.950220
O 3.353746 -0.075054 -0.795360
C 2.408526 -0.996494 -1.288635
C 2.242246 -2.029976 -0.138844
O 3.549006 -1.950276 0.528914
C 1.109979 -2.033723 0.948022
O 0.676364 -0.769295 1.040687
C 1.647832 -2.478017 2.301309
C 1.434453 -1.654872 3.412548
C 1.890560 -2.010634 4.653871
C 2.644073 -3.167119 4.813054
C 2.833870 -3.994122 3.718605
C 2.328521 -3.655142 2.463541
C -0.016449 -3.094144 0.632168
C -1.337139 -2.926379 1.130273
C -2.353554 -3.784189 0.787169
C -2.095479 -4.929044 0.056409
C -0.765634 -5.232012 -0.257042
C 0.250493 -4.313350 -0.000956
C 1.256569 -0.305773 -2.232933
O 0.075636 -0.870591 -1.943519
C 1.499350 -0.738627 -3.742743
C 0.472520 -1.268362 -4.551660
C 0.647397 -1.534798 -5.902556
C 1.882796 -1.308763 -6.515291
C 2.909415 -0.777632 -5.764853
C 2.704409 -0.457475 -4.416836
C 1.299759 1.238551 -2.225809
C 0.118835 1.869203 -2.525923
C -0.025417 3.255299 -2.591528
C 1.083504 4.061964 -2.563040
C 2.343486 3.445648 -2.362077
C 2.449073 2.092824 -2.213975
H 5.558365 0.694851 0.806616
H 5.414814 -0.851924 1.770795
H 4.052501 0.288265 1.749254
H 5.888804 -0.397968 -1.304627
H 5.032011 -1.887453 -1.824645
H 6.080951 -1.947148 -0.340207
H 2.968361 -1.575130 -2.066403
H 2.265994 -3.016388 -0.631448
H 0.881484 -0.732427 3.260784
H 1.786218 -1.361930 5.532108
H 3.056311 -3.448384 5.777818
H 3.411819 -4.933109 3.884485
H 2.554961 -4.337361 1.633698
H -1.516276 -2.113106 1.812628
H -3.318134 -3.565333 1.202207
H -2.902932 -5.656667 -0.171980
H -0.561451 -6.193063 -0.797143
H 1.258122 -4.599318 -0.316152
H -0.504844 -1.409478 -4.076645
H -0.210789 -1.940315 -6.454797
H 2.025113 -1.505413 -7.591163
H 3.899503 -0.599779 -6.223776
H 3.517947 0.046013 -3.895329
H -0.784501 1.266223 -2.687185
H -1.009233 3.713143 -2.646691
H 1.028584 5.140043 -2.770191
H 3.211648 4.103874 -2.321317
H 3.404654 1.616698 -2.004795
C 1.281762 4.542697 2.038229
C 1.727883 3.261565 2.400390
C 0.899828 2.152072 2.120698
C -0.303706 2.322378 1.449210
C -0.729442 3.568987 1.104553
C 0.038648 4.719658 1.481639
H 1.917852 5.414983 2.229186
H 2.680080 3.076805 2.871161
H 1.247809 1.170129 2.375936
H -1.664356 3.748373 0.621328
H -0.341389 5.722348 1.274767

Atoms 1-6, force components in eV/Å:
-1.65 0.74 0.88
-0.42 -0.49 -0.14
-0.08 -0.21 1.29
-0.05 -0.09 -0.09
0.66 0.37 -0.34
-0.78 -0.05 0.20

Its calculated total energy is -62718.918 eV. As for the total charge: -2. The value obtained for the orbital gap is 4.007 eV. The lowest unoccupied orbital energy is 4.3 eV. As for the HOMO energy: 0.3 eV.